A gas-phase ion, C31H41Cl2F4N2O3S2 (charge +1) at a distorted geometry, computed with ωB97M-V/def2-TZVPD.

Properties
SMILES string: CC[C@@H](Cl)[C@@H]1OC[C@H]([C@H](Cl)CC)[N@+](OC[C@@H](C)O)(C(F)(F)C(F)F)[C@@H]1CCCSC(=S)N(c1ccccc1)c1ccccc1
Gap between HOMO and LUMO in eV: 7.812

Structure (ORCA input):
```
! RIJCOSX wB97M-V def2-TZVPD def2/J DEFGRID3
* xyz 1 1
C 2.82 -4.91 1.92
C 2.27 -4.28 0.65
C 3.11 -3.04 0.26
Cl 4.45 -3.61 -0.78
C 2.23 -1.96 -0.43
O 2.79 -1.63 -1.70
C 2.14 -0.58 -2.37
C 2.03 0.74 -1.55
C 2.42 1.96 -2.43
Cl 3.40 3.22 -1.64
C 1.16 2.56 -3.06
C 1.42 3.83 -3.87
N 2.63 0.57 -0.19
O 2.32 1.61 0.72
C 1.08 2.27 0.55
C 0.94 3.23 1.73
C 2.05 4.27 1.73
O -0.35 3.78 1.71
C 4.17 0.46 -0.13
F 4.47 -0.57 0.66
F 4.64 1.53 0.49
C 4.97 0.31 -1.49
F 5.54 -0.89 -1.50
F 5.94 1.23 -1.48
C 1.95 -0.69 0.39
C 1.99 -0.83 1.91
C 0.66 -0.51 2.58
C -0.47 -1.42 2.07
S -1.91 -0.43 1.66
C -3.27 -1.57 1.83
S -3.21 -2.85 2.81
N -4.45 -1.27 1.11
C -4.50 -1.77 -0.25
C -5.76 -2.10 -0.74
C -5.94 -2.59 -2.02
C -4.83 -2.80 -2.84
C -3.56 -2.49 -2.35
C -3.39 -1.97 -1.06
C -4.84 0.11 1.25
C -4.76 1.05 0.23
C -5.17 2.36 0.44
C -5.69 2.76 1.67
C -5.75 1.82 2.69
C -5.34 0.51 2.49
H 3.81 -5.33 1.74
H 2.17 -5.72 2.24
H 2.91 -4.19 2.72
H 2.40 -5.01 -0.14
H 1.22 -4.02 0.77
H 3.60 -2.68 1.15
H 1.28 -2.44 -0.65
H 1.15 -0.90 -2.70
H 2.72 -0.40 -3.27
H 0.96 0.85 -1.44
H 3.02 1.61 -3.26
H 0.40 2.70 -2.30
H 0.77 1.78 -3.72
H 1.41 4.69 -3.21
H 2.38 3.76 -4.36
H 0.63 3.94 -4.61
H 0.98 2.86 -0.36
H 0.22 1.60 0.58
H 1.04 2.67 2.66
H 2.04 4.83 0.80
H 3.01 3.78 1.84
H 1.94 4.93 2.59
H -0.36 4.53 1.10
H 4.40 0.42 -2.41
H 0.90 -0.46 0.19
H 2.21 -1.86 2.20
H 2.78 -0.26 2.38
H 0.80 -0.74 3.63
H 0.41 0.55 2.55
H -0.15 -1.93 1.16
H -0.71 -2.19 2.80
H -6.62 -1.95 -0.09
H -6.93 -2.82 -2.38
H -4.96 -3.18 -3.83
H -2.72 -2.66 -2.99
H -2.40 -1.72 -0.72
H -4.38 0.75 -0.74
H -5.12 3.08 -0.37
H -6.02 3.78 1.81
H -6.16 2.13 3.65
H -5.43 -0.19 3.31
*
```

***

A molecular structure, C31H41CoIN2O2 at a distorted geometry, computed with ωB97M-V/def2-TZVPD.

Properties
<S²>: 3.7704
Gap between HOMO and LUMO (spin up / spin down) in eV: 6.748 / 6.925

Structure (ORCA input):
```
! RIJCOSX wB97M-V def2-TZVPD def2/J DEFGRID3
* xyz 0 4
Co 0.15 -0.62 0.62
C -1.83 -0.03 -3.49
C -2.55 -1.02 -2.64
N -3.59 -1.64 -3.10
C -4.24 -2.53 -2.34
C -3.92 -2.78 -1.03
C -4.73 -3.78 -0.24
O -3.95 -4.84 0.29
C -2.82 -2.09 -0.46
C -2.44 -2.32 0.88
N -1.42 -1.80 1.50
C -1.18 -2.30 2.78
C -2.18 -2.35 3.76
C -1.93 -2.95 4.98
C -0.70 -3.52 5.25
C 0.31 -3.47 4.30
C 0.06 -2.85 3.10
I 1.57 -2.77 1.60
C -2.05 -1.22 -1.30
O -0.98 -0.66 -0.95
H -2.49 0.34 -4.27
H -0.97 -0.52 -3.96
H -1.46 0.77 -2.87
H -5.06 -3.03 -2.83
H -5.52 -4.19 -0.88
H -5.20 -3.30 0.63
H -3.49 -5.28 -0.44
H -3.01 -3.07 1.42
H -3.14 -1.91 3.55
H -2.71 -2.98 5.73
H -0.52 -4.01 6.20
H 1.27 -3.93 4.49
C 0.28 2.16 -0.07
C 1.12 1.94 -1.17
C 2.09 0.96 -0.76
C 1.83 0.66 0.62
C 0.71 1.42 1.07
C 0.42 1.87 2.48
C 0.64 0.75 3.50
C -1.03 2.36 2.63
C 1.37 3.03 2.81
C 3.12 0.15 -1.53
C 3.99 0.94 -2.52
C 4.11 -0.55 -0.58
C 2.36 -0.97 -2.28
C 1.03 2.85 -2.39
C 2.21 3.84 -2.28
C 1.01 2.16 -3.76
C -0.24 3.71 -2.35
H -0.56 2.82 -0.06
H 2.59 0.26 1.28
H 0.00 -0.10 3.26
H 0.36 1.10 4.50
H 1.67 0.43 3.53
H -1.73 1.55 2.41
H -1.24 3.18 1.95
H -1.21 2.71 3.64
H 2.40 2.72 2.71
H 1.20 3.37 3.83
H 1.20 3.87 2.14
H 4.61 1.66 -1.99
H 3.40 1.46 -3.27
H 4.65 0.25 -3.04
H 4.61 0.17 0.06
H 4.86 -1.06 -1.18
H 3.62 -1.30 0.03
H 1.79 -0.58 -3.11
H 1.66 -1.47 -1.60
H 3.06 -1.72 -2.65
H 3.17 3.34 -2.23
H 2.10 4.44 -1.37
H 2.21 4.52 -3.13
H 1.58 1.24 -3.79
H 1.40 2.83 -4.53
H -0.01 1.92 -4.04
H -0.24 4.39 -1.51
H -1.13 3.08 -2.31
H -0.29 4.30 -3.26
*
```

***

2 unconnected molecules or ions with the total composition C31H41F5N3O4P2S at a distorted geometry, computed with ωB97M-V/def2-TZVPD.

Properties
Gap between HOMO and LUMO in eV: 7.180

Structure (ORCA input):
```
! RIJCOSX wB97M-V def2-TZVPD def2/J DEFGRID3
* xyz 1 1
C -0.09 1.64 -6.38
C -0.98 1.92 -5.41
C -1.33 1.07 -4.26
C -2.68 0.94 -3.93
C -3.15 0.22 -2.84
C -4.64 0.17 -2.58
C -5.39 -0.76 -3.54
C -4.80 -2.18 -3.61
C -4.51 -2.59 -5.04
F -5.63 -2.68 -5.78
F -3.72 -1.63 -5.60
C -3.72 -3.94 -5.11
F -2.43 -3.71 -5.33
F -4.16 -4.70 -6.11
F -3.83 -4.64 -3.98
C -2.19 -0.40 -2.03
C -0.83 -0.29 -2.36
C -0.37 0.43 -3.46
C 1.11 0.53 -3.71
S 1.90 1.72 -2.59
C 1.06 3.29 -2.89
C 1.47 4.23 -1.75
C 0.10 -1.00 -1.42
O 1.02 -1.69 -1.75
C -0.25 -0.81 0.03
C 0.74 -0.56 0.99
P 2.53 -0.41 0.53
N 3.26 -1.62 1.25
C 0.29 -0.41 2.31
O 1.10 -0.10 3.39
C 1.57 1.27 3.21
C 1.52 2.14 4.47
C 2.85 2.89 4.71
C 2.68 4.43 4.81
C -1.06 -0.55 2.63
C -2.03 -0.81 1.67
P -3.78 -0.97 2.23
N -4.18 0.04 3.36
C -1.61 -0.92 0.35
C -2.55 -1.16 -0.80
O -3.49 -1.90 -0.70
H -0.05 0.71 -6.96
H 0.62 2.41 -6.66
H -1.54 2.85 -5.49
H -3.42 1.46 -4.53
H -5.03 1.19 -2.65
H -4.82 -0.15 -1.56
H -6.41 -0.82 -3.16
H -5.40 -0.33 -4.54
H -5.54 -2.89 -3.24
H -3.88 -2.29 -3.06
H 1.58 -0.41 -3.45
H 1.37 0.73 -4.75
H -0.02 3.18 -2.87
H 1.37 3.74 -3.84
H 0.85 5.13 -1.73
H 1.32 3.72 -0.80
H 2.53 4.47 -1.81
H 3.03 0.85 0.89
H 2.71 -0.48 -0.85
H 2.55 -2.14 1.76
H 0.92 1.69 2.46
H 2.61 1.21 2.88
H 0.78 2.92 4.29
H 1.27 1.59 5.37
H 3.32 2.59 5.65
H 3.58 2.71 3.92
H 2.72 4.78 5.84
H 3.50 4.92 4.29
H 1.76 4.77 4.34
H -1.35 -0.43 3.66
H -3.91 -2.30 2.67
H -4.61 -0.84 1.11
H -3.42 0.67 3.59
C 6.36 -1.93 4.97
C 4.96 -1.52 4.66
O 4.57 -0.44 4.36
N 3.87 -2.56 4.62
C 3.60 -3.36 5.87
H 7.03 -1.17 4.58
H 6.50 -2.01 6.04
H 6.59 -2.88 4.49
H 4.11 -3.20 3.86
H 3.05 -2.01 4.32
H 4.41 -3.21 6.59
H 3.53 -4.41 5.61
H 2.66 -3.03 6.29
*
```

***

A molecular structure, C31H41F6N2O5PPdS2, computed with ωB97M-V/def2-TZVPD.

Properties
Gap between HOMO and LUMO in eV: 4.231
Energy relative to the best compared isomer or geometry (same formula, charge and spin) in kJ/mol: 62.5

Structure (ORCA input):
```
! RIJCOSX wB97M-V def2-TZVPD def2/J DEFGRID3
* xyz -2 1
Pd -1.94 0.76 1.18
F -6.60 0.54 2.89
C -5.44 0.28 3.56
F -5.51 0.99 4.70
F -5.49 -1.02 3.90
S -3.96 0.73 2.49
O -4.22 -0.22 1.40
O -4.28 2.14 2.32
N -2.92 0.31 3.62
S -1.51 -0.38 3.19
O -1.56 -1.52 2.27
O -0.27 0.30 3.52
C -1.54 -1.42 4.76
F -0.44 -2.23 4.81
F -2.60 -2.25 4.86
F -1.52 -0.70 5.91
C -5.25 2.74 -1.32
C -4.91 4.05 -1.05
C -3.62 4.34 -0.65
C -2.69 3.30 -0.53
N -3.02 2.04 -0.83
C -4.27 1.77 -1.20
C -1.33 3.53 0.02
C -0.63 4.68 -0.36
C 0.62 4.94 0.17
C 1.15 4.04 1.09
C 0.43 2.91 1.47
C -0.83 2.59 0.94
H -6.26 2.45 -1.60
H -5.65 4.84 -1.11
H -3.33 5.34 -0.37
H -4.49 0.72 -1.37
H -1.06 5.37 -1.09
H 1.18 5.82 -0.14
H 2.13 4.24 1.53
H 0.86 2.24 2.21
O 0.24 -0.51 0.16
P 1.14 -1.04 -0.87
C 0.88 -0.20 -2.50
C 0.22 1.19 -2.35
C 1.20 2.34 -2.23
C 2.24 2.31 -3.35
C 2.99 0.98 -3.35
C 2.03 -0.20 -3.52
C 2.90 -0.96 -0.33
C 3.22 -2.07 0.69
C 2.51 -1.87 2.02
C 2.78 -0.47 2.62
C 3.69 0.36 1.72
C 3.14 0.44 0.30
C 0.69 -2.78 -1.26
C 1.66 -3.60 -2.14
C 1.46 -5.10 -1.93
C -0.02 -5.42 -1.74
C -0.55 -4.79 -0.44
C 0.27 -3.56 -0.01
H 0.08 -0.84 -2.90
H -0.47 1.18 -1.51
H -0.39 1.35 -3.25
H 1.70 2.31 -1.26
H 0.65 3.28 -2.24
H 2.95 3.14 -3.24
H 1.74 2.44 -4.32
H 3.53 0.88 -2.41
H 3.74 0.95 -4.15
H 2.58 -1.14 -3.50
H 1.58 -0.12 -4.52
H 3.53 -1.10 -1.21
H 4.31 -2.07 0.84
H 2.98 -3.05 0.27
H 2.83 -2.65 2.71
H 1.43 -1.98 1.89
H 3.22 -0.56 3.61
H 1.82 0.04 2.73
H 4.71 -0.04 1.72
H 3.77 1.38 2.12
H 3.80 1.03 -0.33
H 2.19 0.98 0.37
H -0.23 -2.63 -1.83
H 2.71 -3.33 -1.93
H 1.49 -3.36 -3.19
H 2.01 -5.43 -1.04
H 1.88 -5.66 -2.78
H -0.19 -6.49 -1.74
H -0.56 -5.02 -2.60
H -0.53 -5.52 0.37
H -1.59 -4.50 -0.56
H 1.14 -3.87 0.55
H -0.32 -2.91 0.64
*
```